Molecular formula: C26H64N4O16
Method: DFT, wB97M-V/def2-TZVPD

* highest occupied orbital energy: -8.88 eV
* SMILES: C[C@H]1COC(=O)O1.C[C@H]1COC(=O)O1.CN(C)C=O.CN(C)C=O.CN(C)C=O.CN(C)C=O.CO.CO.CO.CO.CO.CO
* energy above the lowest of the compared OMol25 structures with the same formula, charge and spin: 138.7 kJ/mol
* LUMO: 0.06 eV
* electronic energy: -66716.3085 eV
* Kohn-Sham gap: 8.942 eV

Geometry (Å):
C 9.05793 -29.71806 10.32797
C 10.21007 -29.03935 9.56903
C 10.96583 -27.98913 10.36798
O 12.34812 -28.24343 10.08435
C 12.47762 -29.37532 9.49616
O 13.55364 -29.85707 9.17694
O 11.26399 -29.99458 9.35056
H 9.25445 -30.33198 11.20694
H 8.58555 -30.33079 9.56017
H 8.42796 -28.88525 10.64048
H 9.90927 -28.68397 8.58348
H 10.67969 -28.21149 11.39597
H 10.56922 -26.97886 10.26716
C 3.13552 -30.58640 12.42395
C 4.54015 -30.62563 11.77998
C 4.97883 -29.30250 11.16178
O 6.25234 -29.06216 11.60567
C 6.57734 -29.95361 12.58359
O 7.54672 -29.93760 13.33039
O 5.53402 -30.83544 12.76898
H 2.37143 -30.32879 11.69053
H 3.01518 -30.01295 13.34307
H 2.96565 -31.64316 12.63008
H 4.60786 -31.46578 11.08886
H 4.23020 -28.56183 11.44299
H 4.95301 -29.32521 10.07232
C 0.38884 -31.00569 15.31503
N 0.30150 -30.04837 16.39055
C -0.92544 -30.14464 17.23472
C 1.26881 -29.13364 16.65419
O 2.26363 -29.01187 16.02194
H -0.29807 -30.81536 14.49040
H 0.16852 -31.99679 15.71162
H 1.37876 -30.93561 14.86419
H -1.17451 -31.20289 17.31327
H -0.85075 -29.67911 18.21747
H -1.74041 -29.61192 16.74467
H 1.13915 -28.68598 17.65169
C 0.85945 -27.61450 10.54377
N -0.32609 -27.65266 11.41505
C -1.10905 -26.39043 11.44732
C -0.87290 -28.79413 11.78945
O -2.00912 -28.86520 12.26220
H 1.24918 -28.62540 10.42423
H 1.58791 -26.91623 10.95591
H 0.52158 -27.13373 9.62573
H -1.92230 -26.43963 12.17140
H -0.45135 -25.55260 11.67878
H -1.41966 -26.16482 10.42716
H -0.22499 -29.64248 11.51979
C 5.71791 -31.53743 7.31511
N 7.04268 -32.06681 7.56411
C 8.13152 -31.84865 6.63347
C 7.23691 -32.96612 8.56228
O 6.39788 -33.40892 9.33057
H 4.82349 -31.82701 7.86671
H 5.47327 -31.72377 6.26939
H 5.82367 -30.46699 7.49138
H 9.14098 -31.93026 7.03649
H 8.04399 -32.42297 5.71119
H 8.16468 -30.81825 6.27952
H 8.26846 -33.35084 8.55251
C -2.83148 -34.48120 12.41372
N -1.84913 -33.50506 12.81864
C -2.19169 -32.84747 14.07037
C -0.68867 -33.24812 12.15541
O 0.16605 -32.44310 12.52911
H -3.08980 -34.96411 13.35615
H -2.48448 -35.19714 11.66866
H -3.71871 -33.96849 12.04217
H -2.90971 -33.39931 14.67702
H -1.32906 -32.59287 14.68612
H -2.58902 -31.89589 13.71720
H -0.47321 -33.86153 11.26688
C 7.16372 -25.76564 11.59094
O 8.57137 -25.52249 11.40535
H 6.49538 -24.91915 11.43323
H 6.90940 -26.49666 10.82345
H 6.82885 -26.29842 12.48094
H 8.70249 -25.54779 10.45468
C 4.39510 -34.28726 13.79613
O 4.59078 -35.49594 13.13997
H 4.77828 -34.45390 14.80286
H 4.95555 -33.49617 13.29797
H 3.33913 -34.05647 13.93671
H 4.25777 -35.29081 12.26326
C 2.71664 -26.68247 13.82025
O 3.86402 -27.50772 14.23752
H 3.10245 -25.90681 13.15874
H 1.95803 -27.26459 13.29705
H 2.33479 -26.26546 14.75213
H 3.57698 -27.86822 15.07968
C 5.45276 -30.35820 16.19571
O 4.15486 -30.95376 15.99985
H 5.49832 -29.55848 16.93495
H 6.14109 -31.19092 16.34017
H 5.75901 -29.76418 15.33463
H 3.54275 -30.21442 15.98295
C 10.85257 -30.78357 13.55925
O 11.09231 -31.56126 12.39442
H 9.94003 -31.15769 14.02337
H 11.63617 -30.83628 14.31508
H 10.62690 -29.80357 13.13880
H 11.19864 -32.48874 12.61817
C 3.27483 -33.91549 10.12612
O 4.46093 -34.51260 10.66953
H 3.21169 -33.79248 9.04493
H 2.34441 -34.39191 10.43506
H 3.21564 -32.88486 10.47596
H 5.23323 -34.15453 10.22575

Atoms 1-2, force components in eV/Å:
0.1579 0.9348 -1.1911
0.7679 -0.9435 0.7658

=====

Molecular formula: C18H9F6N3O3S3
Method: DFT, wB97M-V/def2-TZVPD

* highest occupied orbital energy: -8.42 eV
* SMILES: Nc1nc(-c2cc(=O)oc3cc(Sc4ncc(C(O)(C(F)(F)F)C(F)(F)F)s4)ccc23)cs1
* energy above the lowest of the compared OMol25 structures with the same formula, charge and spin: 222.7 kJ/mol
* LUMO: -0.65 eV
* electronic energy: -78232.9623 eV
* Kohn-Sham gap: 7.762 eV

Geometry (Å):
N -3.41328 5.10765 5.39124
C -2.36377 4.34926 4.92648
N -2.45199 3.06563 4.63508
C -1.27988 2.45946 4.14661
C -1.27671 1.09420 3.79197
C -2.06300 0.25409 4.51432
C -1.92831 -1.17164 4.42726
O -2.84990 -1.77708 5.01379
O -1.04097 -1.68231 3.57392
C -0.25081 -0.91459 2.76394
C 0.60165 -1.54943 1.80765
C 1.49104 -0.88667 1.03504
S 2.69880 -1.63252 -0.08865
C 1.88352 -1.59071 -1.64041
N 1.04756 -0.75025 -2.12292
C 0.85061 -0.84678 -3.51064
C 1.48709 -1.94444 -4.12010
C 1.34059 -2.14201 -5.60610
O 2.42509 -2.97619 -6.09467
C -0.01666 -2.95109 -5.79599
F -1.16449 -2.20113 -5.52090
F 0.08301 -4.09818 -5.02371
F -0.04849 -3.45461 -7.03043
C 1.33195 -0.90761 -6.59475
F 2.46607 -0.23068 -6.39414
F 1.67591 -1.35672 -7.92572
F 0.16961 -0.27160 -6.54932
S 2.35265 -2.78240 -2.86068
C 1.46870 0.53037 1.15536
C 0.58754 1.19876 1.99100
C -0.30413 0.50035 2.81699
C -0.14816 3.28958 4.39522
S -0.64624 4.86503 4.80215
H -3.19142 5.76673 6.09199
H -4.28596 4.59913 5.45208
H -2.85454 0.48425 5.20624
H 0.51450 -2.53017 1.91876
H 0.16670 -0.30179 -4.19448
H 3.29112 -2.88157 -5.72979
H 2.10112 1.02562 0.54150
H 0.62026 2.31369 2.14862
H 0.92363 2.92835 4.25621

Atoms 1-2, force components in eV/Å:
0.5689 -0.7074 -1.2525
1.7149 -2.4726 -0.0502

=====

Molecular formula: C27H83N19O12
Method: DFT, wB97M-V/def2-TZVPD

* highest occupied orbital energy: -9.34 eV
* SMILES: COC[C@H](C)N.COC[C@H](C)N.COC[C@H](C)N.COC[C@H](C)N.COC[C@H](C)N.NC(N)=O.NC(N)=O.NC(N)=O.NC(N)=O.NC(N)=O.NC(N)=O.NC(N)=O
* energy above the lowest of the compared OMol25 structures with the same formula, charge and spin: 1057.9 kJ/mol
* LUMO: -0.42 eV
* electronic energy: -82222.4139 eV
* Kohn-Sham gap: 8.925 eV

Geometry (Å):
C -8.01171 4.02386 -5.48646
O -6.97614 3.09515 -5.58670
C -6.88595 2.05998 -4.57939
C -5.52548 1.36516 -4.55939
C -4.83617 1.31975 -5.93609
N -5.59020 0.00687 -4.04598
H -8.16132 4.72139 -4.66234
H -8.91694 3.42855 -5.60593
H -7.92383 4.63441 -6.38513
H -7.08744 2.43843 -3.57725
H -7.78051 1.44528 -4.67943
H -4.86695 2.06874 -4.05006
H -5.44774 0.74680 -6.63309
H -3.82630 0.92160 -5.83744
H -4.80214 2.36264 -6.25124
H -4.87365 -0.54255 -4.49852
H -6.43941 -0.35365 -4.45703
C 5.28590 5.07582 -5.08753
O 5.19764 5.34794 -6.48175
C 5.67853 6.63282 -6.94402
C 7.27382 6.82125 -6.93458
C 7.51808 7.68700 -8.14253
N 8.11607 5.61826 -7.24493
H 4.94646 4.08218 -4.79503
H 4.59401 5.78132 -4.62747
H 6.26196 5.09637 -4.60277
H 5.37331 6.64891 -7.99028
H 5.06066 7.44182 -6.55435
H 7.59334 7.39662 -6.06570
H 7.50041 7.07773 -9.04617
H 8.44551 8.22333 -7.94174
H 6.72972 8.42630 -8.28397
H 8.27576 5.07827 -6.40647
H 7.51203 4.96801 -7.72702
C 3.69546 7.64034 2.65910
O 4.26646 8.37241 3.80235
C 3.68382 8.06558 5.08273
C 4.40309 8.67173 6.22801
C 3.90329 8.22512 7.66289
N 4.44309 10.11820 6.21460
H 4.08390 6.62476 2.58296
H 4.07061 8.23039 1.82292
H 2.61488 7.51985 2.58205
H 2.65193 8.41670 5.07809
H 3.69310 6.97655 5.12767
H 5.47618 8.52325 6.10742
H 4.56766 8.78325 8.32259
H 3.99423 7.14698 7.79499
H 2.83451 8.43696 7.69321
H 5.37685 10.44036 6.42536
H 4.29629 10.40527 5.25745
C -6.34896 -10.36924 0.89047
O -6.65432 -10.14407 -0.47381
C -5.74114 -9.14126 -1.08462
C -6.32605 -7.71585 -0.98971
C -7.40327 -7.39493 -1.92617
N -5.24811 -6.76329 -0.90835
H -6.83785 -11.27281 1.25464
H -6.46916 -9.55958 1.61027
H -5.32828 -10.66103 1.13782
H -4.82746 -9.14875 -0.49029
H -5.36963 -9.46866 -2.05564
H -6.81827 -7.73436 -0.01735
H -7.58894 -6.32173 -1.96931
H -8.32761 -7.90484 -1.65469
H -7.07399 -7.67670 -2.92631
H -5.61715 -5.82488 -0.85093
H -4.82131 -6.93331 -0.00890
C -0.00306 -5.87694 2.49366
O -0.13274 -7.06634 1.73198
C 0.93510 -7.97225 1.39386
C 2.10245 -7.43220 0.56675
C 3.11301 -8.48157 0.19466
N 2.95635 -6.37948 1.16928
H 0.53533 -6.01586 3.43117
H -0.97385 -5.48043 2.79106
H 0.54553 -5.05200 2.03909
H 1.31729 -8.41114 2.31549
H 0.43927 -8.74834 0.81083
H 1.59557 -7.11046 -0.34301
H 2.76821 -8.84804 -0.77225
H 3.06028 -9.32942 0.87765
H 4.19485 -8.35515 0.23641
H 2.19436 -5.73831 1.00083
H 3.77457 -6.15363 0.62192
N -2.15554 7.01645 3.63499
C -2.42854 5.92192 4.22800
N -1.66507 5.88393 5.32114
O -3.03331 4.93260 3.79683
H -2.35506 7.14515 2.65329
H -1.57853 7.68108 4.13041
H -1.72108 4.93673 5.66722
H -1.32041 6.71563 5.77894
N -1.16269 -0.67677 7.12081
C -0.47933 -0.12183 8.02327
N -0.76486 -0.54322 9.24784
O 0.33366 0.73753 7.78744
H -1.14010 -0.17068 6.24705
H -1.88948 -1.29502 7.45194
H -0.17834 -0.09451 9.93686
H -1.44523 -1.26453 9.43998
N -2.36963 -6.25760 -5.78110
C -1.27398 -5.56172 -5.55366
N -1.26924 -5.22610 -4.30452
O -0.45297 -5.30246 -6.41333
H -3.08219 -6.47298 -5.09847
H -2.55639 -6.60726 -6.71005
H -0.58162 -4.54080 -4.02589
H -1.98313 -5.52368 -3.65498
N 1.16936 1.07971 0.66068
C 0.31579 0.36555 -0.08785
N -0.93151 0.68168 0.10353
O 0.63870 -0.41227 -0.94746
H 2.12239 0.94006 0.35683
H 0.86140 1.77816 1.32206
H -1.22605 1.42479 0.72089
H -1.56490 0.12023 -0.44755
N 5.86044 -1.53539 -3.07204
C 6.31814 -2.56881 -3.68524
N 7.54103 -2.94241 -3.38905
O 5.63665 -3.14143 -4.45243
H 6.49184 -0.86835 -2.65192
H 4.94796 -1.18905 -3.33189
H 7.59944 -3.84627 -3.83596
H 8.36590 -2.49824 -3.01169
N 4.70339 -1.13947 4.52851
C 5.71480 -0.59298 5.05631
N 5.35707 0.20492 6.05103
O 6.86490 -0.83257 4.78846
H 4.88605 -1.88292 3.86971
H 3.76708 -1.07444 4.90163
H 6.01042 0.47549 6.77216
H 4.37649 0.27996 6.28105
N -6.56134 -0.02074 2.17265
C -6.74015 -0.69010 3.24538
N -6.29844 0.01027 4.28435
O -7.42583 -1.70685 3.19225
H -7.05719 -0.22154 1.31597
H -5.99248 0.80567 2.28907
H -5.65793 0.76056 4.06777
H -6.62817 -0.33263 5.17530

Atoms 1-2, force components in eV/Å:
-1.1545 -0.6031 -1.3424
1.9374 -0.4014 1.3337